Record 1
The following is a DFT calculation (ωB97M-V/def2-TZVPD) of a cluster of 9 separate species, C40H61IN13P in total in a non-equilibrium geometry.

Each line ends with the Löwdin charge.
Atoms and positions in Å:
H1 -1.78079 -3.66610 -2.54162  -0.02
N1 -2.66354 -3.30605 -2.91093  0.15
C1 -2.50642 -2.23048 -3.55558  -0.49
C2 -3.71443 -1.55905 -4.15893  -0.05
C3 -1.14135 -1.57064 -3.77136  -0.34
P1 -0.61233 -0.70584 -2.25260  0.61
N2 -1.68824 0.68269 -2.36729  -0.16
I1 0.86360 -2.95163 -1.61428  0.29
C4 0.91469 0.29813 -2.26097  -0.36
C5 1.78947 0.33888 -1.00427  -0.27
C6 1.18418 0.84534 0.30938  -0.19
C7 -0.00256 1.79058 0.22428  -0.23
N3 -0.18520 2.41129 1.54409  0.01
C8 -1.29053 3.29218 1.64262  -0.56
N4 -2.49091 2.63353 1.88609  0.13
N5 -1.09359 4.54706 1.55872  0.12
H2 -1.93076 5.09122 1.75251  0.05
H3 -3.47274 -1.04433 -5.08866  0.08
H4 -4.14091 -0.82189 -3.47546  0.07
H5 -4.47854 -2.31058 -4.33898  0.08
H6 -1.18594 -0.80304 -4.54551  0.08
H7 -0.41973 -2.33047 -4.05488  0.02
H8 -1.25103 -1.04390 -1.06504  0.02
H9 -2.67199 0.44581 -2.41176  0.02
H10 -1.49325 1.32245 -3.12996  0.04
H11 1.53211 -0.12582 -3.05501  0.06
H12 0.60686 1.29842 -2.56402  0.08
H13 2.64199 0.96693 -1.27163  0.11
H14 2.19475 -0.65919 -0.84866  0.01
H15 1.97707 1.38011 0.83916  0.10
H16 0.92208 0.00117 0.94947  0.10
H17 -0.92433 1.27273 -0.03923  0.08
H18 0.15352 2.55724 -0.54779  0.12
H19 0.63948 2.96665 1.75123  0.10
H20 -3.28277 2.95072 1.34796  0.09
H21 -2.39027 1.63053 1.83805  0.08
C9 4.05658 0.31066 -6.74383  -0.10
C10 2.93472 1.17033 -6.58630  -0.10
C11 2.01269 0.50006 -5.82731  -0.16
N6 2.53634 -0.72655 -5.51736  0.00
C12 3.77955 -0.84995 -6.07328  -0.15
H22 4.95879 0.51888 -7.29365  0.09
H23 2.81845 2.16350 -6.98695  0.09
H24 1.03345 0.79413 -5.48832  0.09
H25 2.07352 -1.43401 -4.97492  0.13
H26 4.35571 -1.75085 -5.95061  0.11
C13 4.60925 -1.21665 2.58826  -0.10
C14 3.83049 -2.40563 2.54504  -0.10
C15 2.55181 -2.06858 2.89713  -0.16
N7 2.52849 -0.72044 3.15198  -0.01
C16 3.77788 -0.19509 2.96181  -0.14
H27 5.65877 -1.12325 2.36520  0.09
H28 4.16950 -3.39251 2.27872  0.10
H29 1.65602 -2.66346 2.96694  0.11
H30 1.71473 -0.18929 3.40844  0.14
H31 3.96819 0.85541 3.10206  0.11
C17 -0.38696 -3.84626 6.79959  -0.13
C18 -0.55231 -2.60165 7.46889  -0.11
C19 0.26156 -1.69444 6.84291  -0.14
N8 0.90717 -2.34041 5.82552  0.01
C20 0.52004 -3.65065 5.79060  -0.14
H32 -0.87229 -4.77745 7.04086  0.08
H33 -1.18940 -2.40224 8.31456  0.09
H34 0.43568 -0.65038 7.04010  0.11
H35 1.57179 -1.92153 5.19813  0.10
H36 0.92200 -4.33119 5.05933  0.11
C21 4.15569 5.58647 -0.00142  -0.12
C22 2.97412 4.79662 -0.01847  -0.11
C23 2.05142 5.40968 0.79115  -0.13
N9 2.63438 6.53630 1.29668  0.01
C24 3.91236 6.65581 0.82213  -0.16
H37 5.07609 5.39341 -0.52747  0.09
H38 2.82053 3.88197 -0.56888  0.08
H39 1.04111 5.13689 1.04794  0.06
H40 2.18587 7.17729 1.92510  0.15
H41 4.54220 7.47912 1.11675  0.11
C25 -5.20376 -5.32004 7.93771  -0.14
C26 -4.46756 -6.40113 7.37888  -0.10
C27 -3.55287 -5.86108 6.51414  -0.14
N10 -3.70979 -4.50386 6.52770  0.01
C28 -4.70956 -4.16241 7.39084  -0.14
H42 -5.98845 -5.38294 8.67520  0.09
H43 -4.59650 -7.44973 7.58756  0.09
H44 -2.80860 -6.32863 5.89253  0.11
H45 -3.15452 -3.85695 5.99528  0.14
H46 -4.98603 -3.13359 7.54832  0.11
C29 2.39789 -3.91298 -9.48114  -0.11
C30 2.28310 -2.63115 -8.87559  -0.11
C31 1.88761 -1.75386 -9.84936  -0.14
N11 1.75966 -2.45493 -11.01725  0.00
C32 2.06878 -3.77032 -10.80276  -0.15
H47 2.69052 -4.83260 -9.00243  0.09
H48 2.47153 -2.37210 -7.84779  0.06
H49 1.69389 -0.69582 -9.80433  0.10
H50 1.48659 -2.06295 -11.89904  0.14
H51 2.03010 -4.48990 -11.60235  0.10
C33 -10.51188 -4.43887 6.63883  -0.12
C34 -9.97421 -3.14086 6.42045  -0.12
C35 -8.61524 -3.23502 6.57065  -0.15
N12 -8.31243 -4.53276 6.87042  0.01
C36 -9.45962 -5.27285 6.91356  -0.14
H52 -11.54939 -4.72569 6.59820  0.09
H53 -10.52161 -2.24451 6.18091  0.09
H54 -7.84339 -2.48896 6.48699  0.10
H55 -7.38227 -4.88165 7.03625  0.10
H56 -9.43427 -6.32649 7.13328  0.10
C37 5.22823 10.02326 -3.72211  -0.12
C38 5.10053 8.65332 -4.08268  -0.11
C39 4.70664 7.97207 -2.96128  -0.14
N13 4.59219 8.87487 -1.94220  0.01
C40 4.90750 10.12609 -2.39427  -0.15
H57 5.52173 10.83744 -4.36344  0.09
H58 5.27740 8.21993 -5.05286  0.09
H59 4.49505 6.92936 -2.79716  0.10
H60 4.31951 8.63588 -1.00565  0.11
H61 4.87774 10.98062 -1.74020  0.10

Properties
net charge: 0
HOMO level: -8.0 eV
LUMO energy: 0.00265 Ha
M: 881.90 g/mol
maximum force: 0.029 hartree/bohr

---

Record 2
The following is a DFT calculation (ωB97M-V/def2-TZVPD) of a cluster of 11 separate species, C40H63Br2O28 in total in a non-equilibrium geometry.

Each line ends with the Löwdin charge.
Atoms and positions in Å:
C1 0.97069 -0.54473 -0.56951  -0.10
C2 0.24686 0.55745 0.23874  -0.48
O1 -1.04659 0.75160 -0.19396  -0.32
H1 0.99082 -0.43838 -1.64450  -0.02
H2 0.69794 -1.57736 -0.31914  0.04
H3 2.03109 -0.59210 -0.26075  0.06
H4 0.81046 1.50591 0.33902  0.05
H5 0.31587 0.19836 1.29033  0.07
Br1 1.35923 -0.17798 -4.45339  0.74
C3 2.41582 0.35846 -6.01295  -0.68
C4 1.97287 1.72578 -6.51092  -0.69
Br2 3.23793 2.31867 -7.86903  0.63
H6 2.39615 -0.38400 -6.80996  0.06
H7 3.46321 0.39019 -5.72177  0.05
H8 2.14479 2.41744 -5.69010  0.04
H9 0.96153 1.77273 -6.89441  0.06
C5 1.35154 -5.01566 0.16596  0.00
C6 1.70141 -3.95844 1.20822  -0.30
C7 0.59292 -3.53528 2.21770  -0.09
O2 1.03820 -3.97517 3.45968  0.08
C8 2.29784 -4.39873 3.41044  -0.55
O3 3.00373 -4.67053 4.33056  0.16
O4 2.68438 -4.46188 2.10598  0.06
H10 0.67838 -4.62670 -0.59778  0.07
H11 0.84519 -5.88169 0.59727  0.10
H12 2.29752 -5.36485 -0.24828  0.09
H13 2.10450 -3.08648 0.68617  0.12
H14 -0.31582 -4.09556 1.97798  0.13
H15 0.39512 -2.47305 2.06787  0.11
C9 -0.76790 -0.19180 3.86200  -0.01
C10 -1.41094 -0.98150 5.00216  -0.28
C11 -0.34016 -1.86704 5.71330  -0.07
O5 -0.66203 -1.71911 7.09774  0.07
C12 -1.50445 -0.70362 7.28066  -0.57
O6 -1.85817 -0.24308 8.32159  0.16
O7 -1.82173 -0.16018 6.08471  0.09
H16 -1.37628 0.57076 3.37814  0.08
H17 -0.66483 -0.96173 3.09070  0.05
H18 0.21226 0.19114 4.13529  0.09
H19 -2.19912 -1.65088 4.65234  0.14
H20 0.66870 -1.48726 5.53703  0.13
H21 -0.35702 -2.93063 5.49198  0.13
C13 1.84630 2.91869 -2.24837  -0.01
C14 0.64485 3.84296 -2.31253  -0.28
C15 -0.37084 3.66385 -1.15970  -0.07
O8 -0.55668 4.99269 -0.68562  0.07
C16 0.24370 5.85558 -1.29962  -0.58
O9 0.28693 7.02915 -1.08809  0.15
O10 1.06042 5.21262 -2.16691  0.08
H22 2.58265 3.21170 -2.99928  0.08
H23 1.61337 1.87022 -2.38923  0.03
H24 2.29567 3.07860 -1.26519  0.09
H25 0.09056 3.77836 -3.25198  0.15
H26 0.04312 3.02379 -0.38218  0.08
H27 -1.32172 3.35088 -1.58251  0.11
C17 1.47835 3.36958 2.57049  -0.01
C18 2.13232 4.70570 2.23011  -0.30
C19 1.28737 5.98318 2.46757  -0.06
O11 2.06526 6.64897 3.44959  0.09
C20 3.11181 5.93285 3.84553  -0.59
O12 3.81719 6.24984 4.76262  0.14
O13 3.26975 4.84725 3.09366  0.09
H28 1.11888 3.49289 3.59689  0.10
H29 2.22825 2.58067 2.56281  0.09
H30 0.67702 3.09405 1.88765  0.06
H31 2.43510 4.59670 1.18378  0.14
H32 0.28621 5.70945 2.80135  0.14
H33 1.21770 6.51792 1.52155  0.12
C21 5.26682 -2.21332 0.94269  -0.02
C22 6.68183 -2.15754 0.36071  -0.29
C23 7.49693 -3.42454 0.71169  -0.08
O14 8.12425 -3.72549 -0.53537  0.07
C24 7.47063 -3.13290 -1.54232  -0.58
O15 7.66703 -3.32245 -2.69820  0.16
O16 6.58023 -2.24364 -1.06412  0.08
H34 5.17455 -2.21342 2.02672  0.09
H35 4.86380 -3.17808 0.62252  0.08
H36 4.62591 -1.46219 0.48303  0.08
H37 7.26853 -1.27291 0.60156  0.15
H38 6.90295 -4.28960 0.99999  0.14
H39 8.24402 -3.16202 1.45623  0.13
C25 -0.34509 -3.34025 -5.58244  -0.03
C26 -0.08300 -3.60312 -4.08112  -0.31
C27 -1.02621 -2.81108 -3.12578  -0.09
O17 -1.66655 -3.84009 -2.39687  0.05
C28 -1.26443 -5.05416 -2.78044  -0.59
O18 -1.57845 -6.06650 -2.23803  0.16
O19 -0.40787 -4.96034 -3.80626  0.09
H40 -0.40066 -2.31959 -5.95241  0.06
H41 -1.24086 -3.92222 -5.80122  0.09
H42 0.47921 -3.77494 -6.15309  0.08
H43 0.94415 -3.34360 -3.82801  0.13
H44 -1.80041 -2.32176 -3.71586  0.13
H45 -0.40593 -2.11950 -2.56165  0.10
C29 -5.19820 2.93842 0.86331  -0.01
C30 -3.95503 2.48698 1.62113  -0.29
C31 -2.72277 3.38802 1.52949  -0.08
O20 -2.48895 3.80285 2.87846  0.06
C32 -3.32105 3.13953 3.71011  -0.57
O21 -3.22135 3.11556 4.89664  0.16
O22 -4.27989 2.49596 3.01843  0.08
H46 -5.63798 3.81141 1.34030  0.09
H47 -5.95128 2.14911 0.81748  0.08
H48 -4.95178 3.09950 -0.18961  0.07
H49 -3.65990 1.47438 1.34145  0.12
H50 -2.97075 4.28529 0.94931  0.14
H51 -1.81551 2.98029 1.08329  0.10
C33 -4.54119 0.36042 -2.54535  -0.01
C34 -3.38826 1.30322 -2.19827  -0.30
C35 -2.26632 1.29719 -3.23638  -0.10
O23 -2.29557 2.60511 -3.81391  0.06
C36 -3.26289 3.33256 -3.22231  -0.59
O24 -3.54125 4.44901 -3.52423  0.16
O25 -3.83266 2.66469 -2.20275  0.06
H52 -5.09331 0.85592 -3.34863  0.10
H53 -5.16125 0.07385 -1.70002  0.07
H54 -4.17828 -0.55645 -3.01724  0.07
H55 -2.95860 1.10386 -1.21316  0.11
H56 -2.31892 0.52877 -4.00595  0.12
H57 -1.37697 1.08165 -2.63140  0.10
C37 -4.27513 -2.84478 -0.65300  0.00
C38 -3.09000 -2.49669 0.24633  -0.31
C39 -3.31381 -1.26443 1.10714  -0.08
O26 -3.91293 -1.86064 2.28776  0.07
C40 -3.38715 -3.08795 2.42633  -0.58
O27 -3.27068 -3.69818 3.44551  0.15
O28 -2.89741 -3.48354 1.23582  0.07
H58 -4.31118 -2.11936 -1.46426  0.06
H59 -5.21549 -2.76710 -0.10205  0.10
H60 -4.17109 -3.89001 -0.93852  0.09
H61 -2.13397 -2.37726 -0.26252  0.14
H62 -3.94121 -0.52024 0.62268  0.12
H63 -2.40688 -0.74288 1.41714  0.10

Properties
net charge: -1
HOMO level: -5.9 eV
LUMO energy: 0.04693 Ha
M: 1151.72 g/mol
maximum force: 0.056 hartree/bohr